(1)
DFT (the ωB97M-V functional and the def2-TZVPD basis) results for C24H23BClF6N8O4PS3Ti as an isolated structure at a distorted geometry.

Summary:
Molecular weight = 822.8 g mol⁻¹
Multiplicity = 2
Net charge = +1
Gap between HOMO and LUMO (spin up / spin down) = 0.2720 / 0.1926 hartree

Geometry (Å):
Ti  0.7021  -1.0706  -0.7466
C  -0.8051  0.7263  4.2063
N  -1.6184  0.1201  3.1698
C  -2.9913  0.0780  3.1317
C  -3.3305  -0.6296  2.0288
N  -2.1762  -1.0127  1.3909
B  -2.0912  -1.9178  0.1349
N  -2.6863  -1.1938  -1.0945
C  -3.7432  -1.5863  -1.8858
C  -3.9063  -0.6582  -2.8549
N  -2.9350  0.3023  -2.6621
C  -2.7111  1.4617  -3.5039
C  -2.2036  -0.0436  -1.5888
S  -0.9007  0.8418  -0.9044
C  -1.1402  -0.5408  2.0967
S  0.5371  -0.7443  1.7875
H  -1.3226  1.5864  4.6227
H  0.1415  1.0400  3.7758
H  -0.6017  0.0076  5.0010
H  -3.6029  0.5445  3.8831
H  -4.3002  -0.9009  1.6494
H  -0.8766  -2.0885  -0.0411
H  -2.6761  -2.9377  0.3213
H  -4.2907  -2.4924  -1.6960
H  -4.6160  -0.6005  -3.6608
H  -2.7981  1.1718  -4.5484
H  -1.7103  1.8444  -3.3213
H  -3.4350  2.2460  -3.2851
O  6.0745  3.2795  0.9917
C  5.0937  3.0200  0.1183
O  5.3134  2.7979  -1.0323
C  3.7009  3.0282  0.6640
C  3.0148  4.0385  1.2856
Cl  3.5684  5.5952  1.6885
N  1.7253  3.6283  1.4379
N  1.5475  2.3994  0.9297
C  2.7318  2.0244  0.4655
C  2.9734  0.6728  -0.1199
O  4.0197  0.1057  -0.0687
O  1.8936  0.1105  -0.7211
C  0.6432  4.3006  2.0840
C  -0.6319  4.1807  1.5472
C  -1.6956  4.8069  2.1759
C  -1.4893  5.5483  3.3316
C  -0.2160  5.6422  3.8732
C  0.8551  5.0117  3.2585
H  5.7585  3.3837  1.8955
H  -0.7768  3.5974  0.6511
H  -2.6892  4.7220  1.7549
H  -2.3160  6.0648  3.8015
H  -0.0484  6.2028  4.7830
H  1.8408  5.0580  3.6974
F  -0.0210  -2.0947  -2.1372
P  0.9591  -1.6789  -3.6732
F  0.7321  -0.1497  -3.1440
F  1.0566  -3.2357  -3.8699
F  2.2057  -1.7378  -2.6281
F  1.8019  -1.2641  -4.8999
F  -0.4519  -1.6121  -4.3764
C  -0.7592  -6.1277  -1.4725
C  0.6362  -5.5892  -1.4317
C  1.6909  -6.2132  -2.1006
C  2.9278  -5.5954  -2.0396
N  3.1302  -4.5045  -1.3129
C  2.0861  -4.0072  -0.6867
S  2.3499  -2.6152  0.3384
N  0.8422  -4.4665  -0.7495
H  -0.7556  -7.2117  -1.3653
H  -1.2066  -5.8879  -2.4396
H  -1.3572  -5.6803  -0.6835
H  1.5388  -7.1309  -2.6499
H  3.7910  -5.9701  -2.5770

Atomic forces in eV per Å
-2.052 0.224 1.861
0.150 0.012 0.242
0.126 -0.037 -0.242
-0.199 -0.070 -0.047
-0.133 0.017 0.088
0.237 0.046 0.124
0.032 0.352 -0.098
0.060 0.144 -0.015
-0.098 -0.043 -0.059
-0.089 -0.116 -0.005
0.150 -0.164 0.153
0.008 0.233 -0.138
-0.314 -0.045 0.031
0.267 -0.327 0.208
-0.273 -0.122 0.035
0.279 -0.311 -0.588
-0.033 0.019 -0.069
-0.014 0.102 -0.043
-0.052 0.002 -0.034
0.041 0.009 0.016
0.012 0.027 0.009
-0.246 -0.320 0.124
0.102 -0.221 -0.075
0.036 -0.001 0.013
0.027 0.020 -0.007
0.008 -0.036 0.017
0.015 -0.060 0.002
-0.020 -0.049 0.033
0.372 0.073 -0.066
-0.257 0.022 0.085
0.061 -0.015 -0.005
0.293 -0.242 -0.118
-0.035 -0.037 -0.061
0.038 -0.015 -0.036
0.155 -0.154 -0.038
0.005 -0.121 -0.003
-0.332 0.119 -0.117
0.721 0.782 0.472
-0.278 -0.001 -0.034
1.953 1.687 0.003
-0.266 -0.003 0.143
0.122 -0.009 -0.024
-0.017 -0.015 0.024
-0.003 0.063 -0.020
0.014 -0.001 -0.006
0.045 -0.149 -0.058
-0.176 -0.008 0.008
-0.015 -0.039 -0.102
0.021 0.014 -0.006
-0.001 -0.055 0.019
-0.013 0.006 -0.010
-0.011 0.027 0.023
-0.344 -0.544 -0.797
-0.288 0.399 -0.575
0.152 -0.516 -0.196
0.027 0.051 -0.049
-0.152 -0.113 -0.012
0.138 -0.079 -0.015
0.096 -0.129 -0.042
0.084 0.015 -0.073
0.008 -0.220 -0.072
0.055 0.219 0.093
-0.171 -0.197 -0.246
0.466 0.561 0.583
-0.417 -1.308 -0.802
0.087 0.297 0.169
-0.041 0.428 0.438
-0.027 -0.001 -0.015
-0.048 -0.014 0.020
-0.015 0.013 -0.002
0.017 0.016 -0.043
-0.046 -0.090 0.023

Mulliken atomic charge list, values in e, 2 entries: Ti -0.178; C -0.820

(2)
DFT (the ωB97M-V functional and the def2-TZVPD basis) results for a 2-piece molecular cluster, CH4Cl2PS overall at a distorted geometry.

Summary:
Molecular weight = 150.0 g mol⁻¹
Multiplicity = 1
Net charge = +1
Gap between HOMO and LUMO (spin up / spin down) = 0.2764 / 0.2676 hartree

Geometry (Å):
C  0.8505  -0.7882  0.6538
P  -0.3727  0.3453  -0.0682
S  0.3114  0.9660  -1.9112
Cl  -0.8180  1.8277  1.1301
Cl  -2.7816  -1.3241  -0.1790
H  1.0533  -1.6018  -0.0449
H  0.4580  -1.2172  1.5765
H  1.7768  -0.2542  0.8705
H  -0.4775  2.0466  -2.0275

Atomic forces in eV per Å
-0.228 0.002 -0.047
-1.065 -1.263 -0.363
-0.106 -0.453 0.538
-0.056 -0.195 -0.105
2.055 1.458 0.075
-0.142 0.081 -0.136
-0.193 0.113 -0.044
-0.062 0.221 -0.080
-0.204 0.035 0.163

natural (NBO) atomic charge list, values in e, 2 entries: C -0.980; P 1.118

(3)
DFT (the ωB97M-V functional and the def2-TZVPD basis) results for C5H10N2O as an isolated structure at a distorted geometry.

Summary:
Molecular weight = 114.1 g mol⁻¹
Multiplicity = 1
Gap between HOMO and LUMO = 0.2596 hartree

Geometry (Å):
C  -1.7490  -0.0034  0.5672
C  0.1209  0.8879  -1.7830
C  -0.4650  -1.4269  0.2893
C  0.5196  0.8870  -0.3490
N  0.1823  -2.0100  1.3537
N  1.6881  1.5041  -0.0175
C  -0.3638  0.4791  0.6602
O  -0.6782  -2.0792  -0.7209
H  0.4250  -1.4594  2.1620
H  0.3807  -2.9967  1.2626
H  1.9771  1.5019  0.9512
H  2.4144  1.5499  -0.7217
H  -2.2458  0.1075  -0.3942
H  -2.2079  -0.2405  1.5257
H  -0.0070  0.6365  1.6783
H  -0.4387  1.8071  -2.0004
H  -0.5398  0.0484  -2.0187
H  0.9869  0.8067  -2.4449

Atomic forces in eV per Å
2.561 -2.865 -0.218
-0.226 -0.162 -0.131
-3.909 -1.037 -0.056
-2.616 -0.570 1.578
-0.017 0.948 0.197
1.143 0.467 -0.079
2.162 2.124 -1.287
0.993 1.119 0.002
0.047 -0.468 -0.113
0.057 0.378 0.116
0.065 -0.011 -0.346
-0.093 -0.162 0.405
-0.294 -0.159 0.567
-0.314 0.308 -0.573
0.131 -0.057 -0.085
0.210 -0.042 -0.133
0.138 0.031 0.141
-0.039 0.158 0.015

natural (NBO) atomic charge list, values in e, 2 entries: C -0.516; C -0.663

(4)
DFT (the ωB97M-V functional and the def2-TZVPD basis) results for C4H5NO as an isolated structure.

Summary:
Molecular weight = 83.1 g mol⁻¹
Multiplicity = 1
Gap between HOMO and LUMO = 0.3471 hartree

Geometry (Å):
O  -1.2144  -0.7932  1.6648
C  -0.3434  -0.3136  0.8526
C  -0.7267  0.8712  0.1178
C  0.1044  0.1961  -0.9984
N  1.5056  0.0884  -0.6951
C  0.6495  -0.9126  -0.0399
H  -1.8161  0.1598  1.0784
H  -0.4605  1.8986  0.3818
H  -0.2374  -0.0792  -1.9958
H  1.7946  0.8133  -0.0339
H  0.8129  -1.9674  -0.2458

Atomic forces in eV per Å
0.117 0.650 -0.647
-0.071 -0.025 -0.175
0.372 0.087 0.078
-0.120 -0.117 -0.141
-0.377 0.221 0.326
-0.100 -0.266 0.104
0.335 -0.454 0.180
-0.094 -0.289 0.011
0.083 0.081 0.307
-0.103 -0.181 -0.157
-0.043 0.292 0.114

natural (NBO) atomic charge list, values in e, 2 entries: O -0.631; C 0.486

The E_tot results, record by record, are as follows: -139789.8906, -46262.2261, -10371.8779, -7761.0402 eV.
The relative energy (zero: lowest compared OMol25 entry of this formula, charge and spin) results, record by record, are as follows: 53.9, 60.6, 79.0, 126.5 kcal/mol.